{"formula": "C30H70N10O14SY", "method": "ωB97M-V/def2-TZVPD", "de_lowest_ev": 2.6692, "total_charge": 1, "orbital_gap_ha": 0.2850, "largest_force_ha_per_bohr": 0.1615, "energy_ev": -87694.4131, "elements": ["Y", "S", "O", "O", "O", "O", "C", "C", "O", "N", "C", "H", "H", "H", "H", "H", "H", "H", "C", "C", "O", "N", "C", "H", "H", "H", "H", "H", "H", "H", "C", "C", "O", "N", "C", "H", "H", "H", "H", "H", "H", "H", "C", "C", "O", "N", "C", "H", "H", "H", "H", "H", "H", "H", "C", "C", "O", "N", "C", "H", "H", "H", "H", "H", "H", "H", "C", "C", "O", "N", "C", "H", "H", "H", "H", "H", "H", "H", "C", "C", "O", "N", "C", "H", "H", "H", "H", "H", "H", "H", "C", "C", "O", "N", "C", "H", "H", "H", "H", "H", "H", "H", "C", "C", "O", "N", "C", "H", "H", "H", "H", "H", "H", "H", "C", "C", "O", "N", "C", "H", "H", "H", "H", "H", "H", "H"], "xyz": [[2.10, -0.41, -1.78], [-0.31, 0.32, -0.18], [-0.90, 1.61, -0.39], [-1.03, -0.59, 0.71], [-0.05, -0.29, -1.44], [1.10, 0.45, 0.07], [2.23, -4.53, 0.06], [1.49, -3.25, 0.07], [1.91, -2.37, -0.65], [0.37, -3.07, 0.76], [-0.23, -3.91, 1.79], [3.05, -4.47, 0.77], [2.67, -4.82, -0.89], [1.51, -5.32, 0.28], [0.05, -2.11, 0.76], [-0.17, -3.53, 2.81], [0.03, -4.97, 1.87], [-1.30, -3.87, 1.56], [-2.67, 2.21, 2.73], [-3.84, 1.78, 1.78], [-5.02, 1.78, 2.20], [-3.52, 1.54, 0.51], [-4.39, 1.07, -0.58], [-2.48, 1.53, 3.56], [-2.88, 3.15, 3.23], [-1.74, 2.14, 2.16], [-2.52, 1.56, 0.34], [-4.99, 0.21, -0.29], [-3.70, 0.80, -1.37], [-5.03, 1.87, -0.96], [1.21, -2.12, -5.63], [0.79, -2.60, -4.23], [1.20, -2.00, -3.26], [0.17, -3.74, -4.12], [-0.33, -4.35, -2.90], [1.04, -2.89, -6.39], [2.22, -1.78, -5.85], [0.56, -1.26, -5.82], [-0.14, -4.09, -5.02], [0.38, -5.10, -2.56], [-1.24, -4.81, -3.28], [-0.50, -3.72, -2.02], [5.62, -0.42, 1.51], [4.26, 0.07, 0.96], [3.84, -0.48, 0.01], [3.48, 0.99, 1.56], [3.72, 1.77, 2.75], [6.42, 0.23, 1.16], [5.85, -1.46, 1.30], [5.67, -0.34, 2.59], [2.61, 1.14, 1.06], [4.55, 2.46, 2.58], [4.03, 1.09, 3.54], [2.83, 2.32, 3.07], [-0.49, 4.88, 1.81], [-1.53, 5.25, 0.78], [-2.05, 6.37, 0.79], [-1.85, 4.28, -0.08], [-2.80, 4.37, -1.16], [-0.87, 4.52, 2.76], [0.16, 5.74, 2.01], [0.12, 4.02, 1.56], [-1.40, 3.40, 0.08], [-2.88, 3.39, -1.63], [-2.49, 5.02, -1.98], [-3.76, 4.60, -0.69], [0.60, -1.99, 6.87], [0.99, -0.99, 5.79], [1.75, -0.05, 6.12], [0.44, -1.16, 4.58], [0.73, -0.36, 3.37], [1.35, -1.96, 7.66], [0.73, -2.99, 6.46], [-0.44, -1.91, 7.19], [-0.18, -1.95, 4.47], [-0.19, 0.05, 2.95], [1.24, -1.02, 2.68], [1.33, 0.49, 3.71], [-1.96, -0.14, -4.26], [-2.84, -1.26, -3.66], [-3.77, -1.80, -4.26], [-2.51, -1.63, -2.41], [-3.19, -2.54, -1.48], [-2.53, 0.79, -4.30], [-1.64, -0.31, -5.29], [-1.05, 0.17, -3.74], [-1.66, -1.28, -1.99], [-2.51, -3.09, -0.83], [-3.78, -3.26, -2.04], [-3.80, -1.93, -0.81], [-3.91, -4.31, 5.50], [-2.88, -3.57, 4.69], [-1.70, -3.42, 5.05], [-3.43, -2.99, 3.62], [-2.83, -1.85, 2.90], [-4.66, -4.75, 4.84], [-4.30, -3.76, 6.35], [-3.41, -5.12, 6.02], [-4.34, -3.35, 3.35], [-2.97, -2.02, 1.83], [-1.75, -1.78, 3.02], [-3.29, -0.94, 3.28], [4.72, 2.81, -2.97], [3.66, 2.76, -1.86], [3.09, 1.70, -1.65], [3.41, 3.88, -1.14], [2.47, 3.93, -0.02], [5.51, 3.50, -2.66], [4.31, 3.24, -3.88], [5.11, 1.79, -3.04], [4.09, 4.60, -1.32], [1.55, 3.51, -0.44], [2.39, 4.98, 0.24], [2.89, 3.43, 0.85], [1.85, 1.57, -5.95], [1.32, 1.80, -4.53], [1.42, 0.83, -3.78], [0.70, 2.94, -4.24], [-0.09, 3.23, -3.10], [1.22, 0.96, -6.60], [2.86, 1.17, -5.96], [2.00, 2.57, -6.37], [0.77, 3.63, -4.97], [-1.07, 2.81, -3.34], [-0.29, 4.30, -3.03], [0.31, 2.78, -2.19]]}

{"formula": "C30H70N3O18S6", "method": "ωB97M-V/def2-TZVPD", "de_lowest_ev": 0.0000, "total_charge": 1, "orbital_gap_ha": 0.3003, "largest_force_ha_per_bohr": 0.0099, "energy_ev": -138573.8220, "elements": ["C", "C", "C", "N", "C", "C", "C", "C", "C", "C", "N", "C", "C", "N", "C", "H", "H", "H", "H", "H", "H", "H", "H", "H", "H", "H", "H", "H", "H", "H", "H", "H", "H", "H", "H", "H", "H", "O", "S", "O", "O", "C", "C", "C", "H", "H", "H", "H", "H", "H", "H", "H", "O", "S", "O", "O", "C", "C", "C", "H", "H", "H", "H", "H", "H", "H", "H", "O", "S", "O", "O", "C", "C", "C", "H", "H", "H", "H", "H", "H", "H", "H", "O", "S", "O", "O", "C", "C", "C", "H", "H", "H", "H", "H", "H", "H", "H", "O", "S", "O", "O", "C", "C", "C", "H", "H", "H", "H", "H", "H", "H", "H", "O", "S", "O", "O", "C", "C", "C", "H", "H", "H", "H", "H", "H", "H", "H"], "xyz": [[-0.51, -6.54, -4.50], [-0.32, -6.06, -5.82], [0.33, -4.86, -5.73], [0.53, -4.58, -4.41], [1.12, -3.37, -3.86], [0.06, -2.37, -3.40], [-0.66, -1.65, -4.54], [-2.06, -1.15, -4.15], [-3.23, -2.14, -4.38], [-2.88, -3.57, -4.79], [-4.06, -4.39, -4.54], [-4.06, -4.73, -3.13], [-4.13, -3.45, -2.30], [-4.14, -2.20, -3.16], [0.03, -5.61, -3.66], [-0.96, -7.47, -4.20], [-0.60, -6.56, -6.73], [0.67, -4.20, -6.51], [1.74, -3.66, -3.01], [1.77, -2.94, -4.62], [-0.66, -2.94, -2.79], [0.52, -1.63, -2.75], [-0.06, -0.78, -4.80], [-0.71, -2.26, -5.44], [-2.02, -0.86, -3.10], [-2.31, -0.24, -4.70], [-3.88, -1.74, -5.16], [-2.65, -3.55, -5.85], [-2.02, -3.95, -4.24], [-4.00, -5.25, -5.09], [-4.90, -5.37, -2.88], [-3.14, -5.27, -2.86], [-5.07, -3.41, -1.74], [-3.33, -3.36, -1.57], [-3.94, -1.41, -2.54], [-5.10, -2.07, -3.48], [0.12, -5.60, -2.58], [2.96, -1.34, -2.46], [3.81, -0.18, -2.50], [4.73, -0.04, -3.58], [4.55, -0.05, -1.12], [5.23, -1.23, -0.58], [6.57, -1.47, -1.24], [2.84, 1.28, -2.37], [4.56, -2.08, -0.68], [5.34, -0.99, 0.48], [6.47, -1.76, -2.28], [7.09, -2.26, -0.70], [7.19, -0.57, -1.19], [2.16, 1.18, -1.53], [2.29, 1.37, -3.31], [3.50, 2.13, -2.25], [4.96, 1.13, 1.77], [6.11, 1.97, 1.55], [7.41, 1.42, 1.76], [5.93, 3.30, 2.39], [5.63, 3.16, 3.81], [6.86, 2.84, 4.62], [6.04, 2.70, -0.04], [4.84, 2.41, 3.94], [5.23, 4.13, 4.10], [7.24, 1.84, 4.41], [6.61, 2.89, 5.68], [7.65, 3.56, 4.41], [5.05, 3.14, -0.18], [6.21, 1.91, -0.76], [6.82, 3.45, -0.11], [-4.71, 0.78, -0.58], [-6.11, 1.07, -0.75], [-6.64, 2.34, -0.42], [-6.95, -0.08, -0.06], [-6.68, -0.37, 1.34], [-7.31, 0.63, 2.28], [-6.56, 0.70, -2.41], [-5.60, -0.44, 1.48], [-7.10, -1.37, 1.48], [-6.84, 1.61, 2.19], [-7.19, 0.29, 3.30], [-8.37, 0.74, 2.06], [-6.20, -0.30, -2.64], [-6.08, 1.44, -3.05], [-7.64, 0.75, -2.52], [3.78, 7.14, 3.44], [5.04, 7.58, 2.90], [6.25, 7.19, 3.56], [4.99, 9.14, 2.71], [4.58, 9.95, 3.85], [5.68, 10.11, 4.87], [5.14, 7.13, 1.20], [3.68, 9.50, 4.28], [4.30, 10.90, 3.40], [5.91, 9.17, 5.37], [5.35, 10.83, 5.63], [6.59, 10.48, 4.40], [4.23, 7.44, 0.70], [5.24, 6.04, 1.18], [6.01, 7.60, 0.77], [0.92, 3.74, 6.15], [0.72, 4.75, 5.15], [0.44, 6.09, 5.56], [-0.43, 4.25, 4.17], [-1.66, 3.79, 4.78], [-2.55, 4.93, 5.23], [2.04, 4.74, 3.99], [-1.41, 3.12, 5.60], [-2.14, 3.20, 3.99], [-2.11, 5.47, 6.06], [-3.51, 4.53, 5.55], [-2.72, 5.63, 4.41], [2.19, 3.71, 3.67], [2.91, 5.13, 4.50], [1.78, 5.39, 3.16], [-6.26, -6.26, 0.55], [-5.59, -7.11, 1.49], [-5.02, -6.52, 2.66], [-4.47, -7.94, 0.71], [-3.61, -7.15, -0.13], [-2.52, -6.43, 0.65], [-6.62, -8.46, 1.94], [-4.23, -6.45, -0.69], [-3.18, -7.85, -0.83], [-2.93, -5.67, 1.31], [-1.83, -5.96, -0.05], [-1.96, -7.14, 1.26], [-7.01, -8.92, 1.04], [-7.42, -8.05, 2.55], [-6.03, -9.17, 2.52]]}